(1)
Entry from the Open Molecules 2025 dataset: C3H5EuO3 as an isolated structure at a distorted geometry (ωB97M-V/def2-TZVPD).

The highest occupied orbital energy (alpha / beta) comes out at -0.473 / -0.480 Ha. The max |F| is 0.04696 Eh/bohr. For the energy relative to the best compared isomer or geometry (same formula, charge and spin), the calculation gives 21.2 kcal per mole. As for the expectation value of S²: 15.761. For the HOMO-LUMO gap (alpha / beta), the calculation gives 7.9 / 8.2 eV.

Geometry as ORCA input:
```
! RIJCOSX wB97M-V def2-TZVPD def2/J DEFGRID3
* xyz 1 8
H 0.747 1.790 -2.045
O 0.963 0.959 2.088
C 0.492 1.094 0.883
C 0.719 -0.357 2.670
O 0.734 0.864 -2.287
O -0.236 0.002 0.600
C -0.148 -1.037 1.628
Eu -1.018 -0.451 -1.939
H 0.219 -0.206 3.632
H 1.691 -0.841 2.803
H -1.179 -1.252 1.917
H 0.297 -1.950 1.225
*
```

---

(2)
Entry from the Open Molecules 2025 dataset: a 2-piece molecular cluster, C3H5F overall at a distorted geometry (ωB97M-V/def2-TZVPD).

The highest occupied orbital energy (alpha / beta) comes out at -0.287 / -0.289 Ha. The max |F| is 0.05238 Eh/bohr. For the energy relative to the best compared isomer or geometry (same formula, charge and spin), the calculation gives 178.2 kcal per mole. For the HOMO-LUMO gap (alpha / beta), the calculation gives 7.7 / 7.8 eV.

Geometry as ORCA input:
```
! RIJCOSX wB97M-V def2-TZVPD def2/J DEFGRID3
* xyz 0 1
C -0.653 -0.961 0.593
C -0.029 2.103 0.058
C 0.014 -1.215 -0.629
F 0.593 1.860 1.161
H -0.573 -1.568 1.526
H -0.353 3.243 0.158
H -0.177 -0.730 -1.614
H 0.824 -0.577 -0.368
H 0.354 -2.154 -0.885
*
```

---

Please write out number 2 again, unchanged.
Entry from the Open Molecules 2025 dataset: a 2-piece molecular cluster, C3H5F overall at a distorted geometry (ωB97M-V/def2-TZVPD).

The highest occupied orbital energy (alpha / beta) comes out at -0.287 / -0.289 Ha. The max |F| is 0.05238 Eh/bohr. For the energy relative to the best compared isomer or geometry (same formula, charge and spin), the calculation gives 178.2 kcal per mole. For the HOMO-LUMO gap (alpha / beta), the calculation gives 7.7 / 7.8 eV.

Geometry as ORCA input:
```
! RIJCOSX wB97M-V def2-TZVPD def2/J DEFGRID3
* xyz 0 1
C -0.653 -0.961 0.593
C -0.029 2.103 0.058
C 0.014 -1.215 -0.629
F 0.593 1.860 1.161
H -0.573 -1.568 1.526
H -0.353 3.243 0.158
H -0.177 -0.730 -1.614
H 0.824 -0.577 -0.368
H 0.354 -2.154 -0.885
*
```

---

Q: Among the records above, which one has the lowest max |F|?
A: C3H5EuO3